(1)
Molecular formula: H2N2O3S
Method: DFT, ωB97M-V with the def2-TZVPD basis set

As for the molar mass: 110.1 g/mol. The calculation puts the gap between HOMO and LUMO at 0.3430 hartree. The energy above the lowest of the compared OMol25 structures with the same formula, charge and spin is 65.9 kcal/mol.

Each line ends with the natural charge from an NBO analysis.
CARTESIAN COORDINATES (ANGSTROEM)
O (2.1751, 1.9724, -0.1789)  -0.859
H (-0.4054, 1.3991, -0.0556)  0.357
N (0.0466, 0.4592, -0.1466)  -0.929
N (2.1911, -0.9055, -0.0971)  0.413
S (1.8466, 0.9218, 0.6969)  1.324
H (-0.3831, -0.1125, 0.6726)  0.350
O (1.9468, -0.9583, -1.2635)  -0.303
O (2.5065, -1.6708, 0.7551)  -0.353

---

(2)
Molecular formula: C13H18FNO2S
Method: DFT, ωB97M-V with the def2-TZVPD basis set

As for the molar mass: 271.4 g/mol. The calculation puts the gap between HOMO and LUMO at 0.3443 hartree. Its SMILES is COCCNC(=O)CCSCc1ccccc1F. The energy above the lowest of the compared OMol25 structures with the same formula, charge and spin is 0.0 kcal/mol.

Each line ends with the natural charge from an NBO analysis.
CARTESIAN COORDINATES (ANGSTROEM)
N (-0.2461, -2.0229, 0.0529)  -0.630
C (1.4228, 3.2797, -0.5108)  -0.183
F (-0.9610, 2.0317, 1.9005)  -0.325
H (-2.2473, -1.4278, 0.1859)  0.186
C (0.7613, -1.7796, 0.9172)  0.677
H (-2.8419, -1.7145, -2.0440)  0.163
H (0.0651, 4.1163, 2.9936)  0.231
C (-0.0682, 1.2420, -0.6372)  -0.535
C (-2.9897, -2.7857, -2.2190)  -0.253
C (2.3348, -0.1700, -0.2047)  -0.514
H (2.8857, -1.8580, 0.9858)  0.237
C (2.1189, -1.6111, 0.2491)  -0.502
O (-2.0251, -3.5711, -1.5610)  -0.542
H (2.1827, 0.5302, 0.6156)  0.234
H (1.7962, 5.5643, 1.9507)  0.217
C (-1.6036, -2.2677, 0.4750)  -0.262
C (-0.0057, 2.7954, 1.3258)  0.403
H (-1.6019, -2.3459, 1.5642)  0.245
H (-3.1544, -3.7463, 0.1663)  0.168
C (1.4219, 4.7004, 1.4237)  -0.194
S (1.2169, 0.3303, -1.5603)  0.170
H (-2.8740, -2.9900, -3.2817)  0.198
O (0.5968, -1.6641, 2.1134)  -0.632
C (0.4621, 2.4551, 0.0614)  -0.128
H (-0.5323, 0.5587, 0.0732)  0.240
H (2.6458, 5.0164, -0.3035)  0.216
H (-1.4937, -4.4027, 0.1732)  0.195
H (-4.0034, -3.0600, -1.9040)  0.167
H (-0.8003, 1.5218, -1.3976)  0.239
C (0.4593, 3.9004, 2.0133)  -0.276
H (-0.0587, -2.1476, -0.9312)  0.413
C (-2.1184, -3.5677, -0.1543)  -0.067
H (3.3451, -0.0480, -0.5956)  0.230
C (1.8986, 4.3911, 0.1606)  -0.225
H (2.2115, -2.2841, -0.6047)  0.213
H (1.8004, 3.0310, -1.4917)  0.228

---

(3)
Molecular formula: CH2ClF2NS
Method: DFT, ωB97M-V with the def2-TZVPD basis set

As for the molar mass: 133.6 g/mol. The calculation puts the gap between HOMO and LUMO at 0.3883 hartree. The energy above the lowest of the compared OMol25 structures with the same formula, charge and spin is 55.3 kcal/mol.

Each line ends with the natural charge from an NBO analysis.
CARTESIAN COORDINATES (ANGSTROEM)
H (-1.2874, 0.4458, -0.8366)  0.217
Cl (2.4099, 1.0121, 0.1052)  -0.135
S (0.7322, 0.0447, 0.7306)  1.194
F (-0.0716, 1.4799, 0.5937)  -0.577
H (0.6981, 0.0171, -0.6123)  0.105
N (-2.2263, -1.2104, 0.0579)  -0.278
F (1.5843, -1.4237, 0.5416)  -0.583
C (-1.8391, -0.3656, -0.5801)  0.055

---

(4)
Molecular formula: C4H7BaLiO2
Method: DFT, ωB97M-V with the def2-TZVPD basis set

The total charge is +1. As for the molar mass: 231.4 g/mol. The calculation puts the gap between HOMO and LUMO (spin up / spin down) at 0.1241 / 0.1013 hartree. As for the spin multiplicity: 2. The energy above the lowest of the compared OMol25 structures with the same formula, charge and spin is 190.1 kcal/mol.

Each line ends with the natural charge from an NBO analysis.
CARTESIAN COORDINATES (ANGSTROEM)
H (-1.4064, -0.9133, 1.5435)  0.167
H (-0.0591, -1.6417, -1.0902)  0.136
H (0.4363, -0.4195, -1.0572)  0.209
C (-0.6281, 1.0073, -0.1633)  -0.553
H (-1.0697, 1.2349, 0.8191)  0.255
Ba (3.8966, -1.7820, 0.9690)  0.926
C (-1.3300, -1.2078, 0.4912)  0.136
O (1.7027, 1.3291, 0.2179)  -0.897
C (0.6341, 1.8073, -0.2424)  0.309
O (-1.7344, -2.4780, 0.2549)  -0.703
Li (3.3354, 2.1869, 0.3940)  0.774
C (-0.4985, -0.5034, -0.4735)  -0.583
H (0.7157, 2.5091, -1.0943)  0.114
H (-1.3072, 1.4359, -0.9207)  0.222
H (-2.6873, -2.5649, 0.3520)  0.489

---

(5)
Molecular formula: C3H6ClFN2O
Method: DFT, ωB97M-V with the def2-TZVPD basis set

As for the molar mass: 140.5 g/mol. The calculation puts the gap between HOMO and LUMO at 0.3821 hartree. Its SMILES is C/N=C(\NO)[C@H](F)Cl. The energy above the lowest of the compared OMol25 structures with the same formula, charge and spin is 32.6 kcal/mol.

Each line ends with the natural charge from an NBO analysis.
CARTESIAN COORDINATES (ANGSTROEM)
H (1.3904, -1.8337, 0.7042)  0.209
H (-2.4178, 0.2526, 0.4324)  0.184
C (-2.0822, -0.5547, -0.2441)  -0.459
N (-0.7813, -1.0433, 0.1533)  -0.438
C (0.2026, -0.2327, 0.1152)  0.343
O (1.1610, 1.9152, 0.1211)  -0.546
H (-2.8093, -1.3816, -0.1820)  0.214
H (-2.0861, -0.1699, -1.2499)  0.196
H (-0.7596, 1.5022, -0.1690)  0.370
Cl (2.7366, -0.6171, -0.8228)  -0.063
F (2.0332, -0.1975, 1.6192)  -0.325
N (0.1432, 1.0844, -0.3374)  -0.340
H (1.7227, 2.0724, -0.6408)  0.477
C (1.5465, -0.7961, 0.5006)  0.178

---

(6)
Molecular formula: C46H51BrN3S5ScSi4Te
Method: DFT, ωB97M-V with the def2-TZVPD basis set

The total charge is -2. As for the molar mass: 1171.1 g/mol. The calculation puts the gap between HOMO and LUMO (spin up / spin down) at 0.1247 / 0.1261 hartree. The energy above the lowest of the compared OMol25 structures with the same formula, charge and spin is 49.1 kcal/mol.

Each line ends with the Löwdin charge.
CARTESIAN COORDINATES (ANGSTROEM)
C (5.5241, 0.0305, 2.8273)  -0.051
H (-1.0052, -5.1701, 0.6351)  0.095
Si (-4.8871, 0.3688, 0.2537)  0.356
H (0.5342, 0.6477, -6.7403)  0.096
S (3.1772, 0.5719, -2.6496)  0.621
C (0.6159, 0.3280, -5.7076)  -0.090
C (-5.2446, 3.7217, -1.8280)  -0.223
H (2.8190, -3.8298, 0.4716)  0.091
H (-1.2883, -0.7139, -5.6771)  0.093
C (5.3131, -2.3455, 2.2309)  -0.004
H (5.3597, -8.2387, 0.8824)  0.042
H (-6.8201, 1.9499, -0.0550)  -0.002
C (1.2895, 6.7434, 1.2550)  -0.233
C (4.8471, -1.0580, 2.1749)  -0.180
H (-1.0456, -1.3429, -3.2934)  0.079
H (-4.1333, 1.0558, -3.4173)  0.004
H (-1.9384, -1.5874, 3.8853)  0.094
C (3.3986, 2.8748, 1.8815)  -0.005
H (4.5215, -2.8053, -1.5543)  0.094
C (-1.2223, -4.3935, 1.3576)  -0.127
C (1.7516, 4.4725, 0.9037)  -0.494
C (-3.3611, 1.8272, -3.4289)  -0.215
C (3.3824, -5.1558, -3.6409)  -0.695
H (-5.6484, 0.0865, -2.1323)  0.010
H (5.5720, 2.1092, 3.2356)  0.100
C (-6.5631, 1.1779, 0.6738)  -0.219
C (2.2714, 3.1470, 1.0425)  -0.257
H (-5.3516, -1.7534, 1.5307)  0.031
H (2.6701, 5.5803, 2.5234)  0.089
H (7.3914, -7.1383, 2.1444)  0.085
C (1.6414, -3.6396, -3.0676)  -0.175
H (6.4245, -0.2039, 3.3862)  0.100
C (2.0081, 5.5957, 1.6698)  -0.155
H (-5.4743, 4.3705, -2.6766)  0.022
H (-5.3411, 4.3170, -0.9157)  0.014
Si (-2.9973, 1.7999, 0.0426)  0.167
C (-1.7411, -2.3873, 3.1809)  -0.148
H (-4.4219, 4.7288, 3.1174)  0.023
H (-5.7813, -1.4447, -1.2580)  0.025
H (5.2905, -4.7847, -2.7319)  0.093
Si (-3.4825, 3.0060, -1.9424)  0.360
C (3.6525, -0.7694, 1.4241)  -0.179
C (-2.4153, 4.4769, -2.4722)  -0.232
C (3.8777, 1.5989, 1.9816)  -0.179
C (-0.4109, -0.4203, -5.1184)  -0.093
C (-4.5823, -0.9781, 1.5523)  -0.205
C (5.0582, 1.2904, 2.7415)  -0.051
H (-2.3359, 5.2307, -1.6865)  0.012
C (0.4960, 6.5246, 0.1725)  -0.456
C (6.3020, -5.2207, 2.0363)  -0.160
H (-4.0968, 1.4394, 3.6026)  0.011
H (-1.4050, 4.1511, -2.7204)  0.015
C (5.0979, -4.7514, 1.5470)  -0.475
N (2.9422, -1.8095, 0.7996)  -0.013
C (2.0640, -4.7670, -3.7639)  -0.157
H (-0.4516, 3.4175, 2.2956)  0.027
H (-7.3647, 0.4358, 0.6739)  0.023
C (3.4211, -3.0466, 0.9262)  -0.150
C (-2.0322, -3.6989, 3.5089)  -0.114
H (7.0308, -4.5847, 2.5161)  0.085
C (6.5042, -6.6067, 1.8246)  -0.239
H (1.3731, -5.3353, -4.3741)  0.087
H (-5.3261, 3.7259, 1.9732)  0.003
C (4.5953, -3.4048, 1.5703)  -0.252
C (-0.9137, -3.0729, 1.0039)  -0.682
S (0.6332, 4.8859, -0.3686)  0.989
C (-3.0940, 1.8718, 3.5501)  -0.225
H (-6.0023, 2.9357, -1.7890)  0.001
Si (-2.9040, 3.0325, 2.0593)  0.367
H (1.3504, 7.7022, 1.7541)  0.087
C (3.2090, 0.5260, 1.2884)  -0.185
H (-6.5428, 1.6503, 1.6594)  0.010
S (-0.7124, -0.3887, 1.6907)  0.496
H (-4.5435, -0.5668, 2.5636)  0.014
C (1.7222, 0.6508, -4.9658)  -0.110
H (-1.9822, -5.7403, 2.8307)  0.091
H (-1.2326, 4.8538, 1.6361)  -0.005
Sc (1.7437, -1.0596, -0.9506)  0.628
C (1.7323, 2.0619, 0.3469)  -0.186
H (-3.4216, 2.3582, -4.3812)  0.029
H (-2.3790, 1.0520, 3.4650)  -0.024
C (1.8075, 0.2463, -3.6131)  -0.798
H (3.9046, 3.6825, 2.3979)  0.096
H (2.5543, 1.2044, -5.3773)  0.092
H (-4.1998, -0.8699, -1.7926)  0.006
H (0.9079, 2.2592, -0.3344)  0.047
H (-0.1614, 7.2061, -0.3440)  0.044
N (2.1172, 0.8020, 0.4432)  -0.055
C (-1.3418, 4.0491, 2.3655)  -0.213
C (-0.2710, -0.7692, -3.7966)  -0.224
H (-1.3591, 4.4918, 3.3646)  0.035
C (-4.3767, 4.2415, 2.1406)  -0.224
C (2.4719, -2.8694, -2.2363)  -0.243
H (-2.4642, -3.9329, 4.4743)  0.089
S (-0.3076, -2.7688, -0.5977)  0.545
H (-4.2821, 5.0207, 1.3798)  0.016
C (3.7961, -3.3355, -2.1666)  -0.145
C (-1.1769, -2.0643, 1.9475)  -0.675
H (6.2148, -2.5627, 2.7905)  0.091
C (5.4697, -7.2091, 1.1828)  -0.460
H (-2.8981, 2.3953, 4.4887)  0.026
H (-2.8430, 4.9505, -3.3596)  0.025
C (4.2640, -4.4593, -2.8419)  -0.157
C (-1.7649, -4.7066, 2.5890)  -0.109
H (0.5947, -3.3716, -3.1848)  0.050
Br (4.0119, -6.6837, -4.6366)  0.609
Te (-1.2062, 0.0832, -0.6176)  0.742
S (4.2195, -6.0725, 0.8129)  1.008
H (-3.6184, -1.4591, 1.3616)  0.007
N (0.7827, -0.4330, -3.0427)  -0.112
C (-5.1651, -0.5524, -1.3887)  -0.230
H (-2.3921, 1.3188, -3.4017)  0.001

---

Calculated total energy readings, ordered: -19985.0309; -32911.0545; -31349.0149; -9238.5199; -23473.8785; -236731.3003 eV